No. 1
A single C9H9NO molecule at a distorted geometry, computed with wB97M-V/def2-TZVPD.

- HOMO energy (eV) = -7.832
- electronic energy (eV) = -13014.3669
- energy relative to the best compared isomer or geometry (same formula, charge and spin) (kcal per mole) = 65.0
- gap between HOMO and LUMO (eV) = 8.49
- molar mass (g mol⁻¹) = 147.177
- multiplicity = 1
- structure (SMILES) = CC(=C=O)c1cccc(C)n1

Each line ends with the Mulliken charge.
CARTESIAN COORDINATES (ANGSTROEM)
C1 -2.093 -0.007 -1.902  -1.5547
C2 -0.627 -0.340 -1.822  0.6721
C3 -0.062 -0.456 -3.116  0.2778
O1 0.151 -0.487 -4.262  -0.3777
C4 0.124 -0.304 -0.589  0.6662
C5 1.543 -0.455 -0.703  -0.5410
C6 2.314 -0.248 0.415  -0.6541
C7 1.588 -0.051 1.614  -0.5826
C8 0.202 0.074 1.612  0.9309
C9 -0.381 0.629 2.915  -1.4137
N1 -0.542 0.019 0.513  -0.4572
H1 -2.456 0.509 -1.098  0.4296
H2 -2.896 -0.851 -1.889  0.2355
H3 -2.440 0.586 -2.698  0.4096
H4 2.062 -0.701 -1.718  0.1231
H5 3.342 -0.298 0.310  0.4914
H6 1.933 0.185 2.608  0.2645
H7 0.384 0.888 3.550  0.4059
H8 -1.096 1.369 2.809  0.3853
H9 -1.051 -0.060 3.450  0.2890

No. 2
A single C9H9NO molecule at a distorted geometry, computed with wB97M-V/def2-TZVPD.

- HOMO energy (eV) = -9.482
- electronic energy (eV) = -13015.2647
- energy relative to the best compared isomer or geometry (same formula, charge and spin) (kcal per mole) = 44.3
- gap between HOMO and LUMO (eV) = 9.79
- molar mass (g mol⁻¹) = 147.177
- multiplicity = 1
- structure (SMILES) = O=C1CCCc2cccnc21

Each line ends with the Mulliken charge.
CARTESIAN COORDINATES (ANGSTROEM)
O1 0.340 -1.276 2.317  -0.5365
C1 0.345 -1.188 1.121  0.3346
C2 0.824 -2.241 0.105  -0.5291
C3 -0.107 -2.056 -1.075  -0.9100
C4 0.150 -0.778 -1.997  -0.5864
C5 0.025 0.334 -0.936  0.3546
C6 -0.249 1.721 -1.312  -0.4534
C7 -0.556 2.718 -0.400  -0.3925
C8 -0.559 2.299 0.948  -0.2564
N1 -0.298 1.049 1.324  -0.4382
C9 0.062 0.126 0.437  0.4569
H1 0.769 -3.230 0.482  0.3616
H2 1.849 -1.917 -0.269  0.2736
H3 -1.122 -2.055 -0.681  0.4129
H4 -0.096 -2.862 -1.804  0.3924
H5 1.039 -0.730 -2.746  0.3101
H6 -0.810 -0.742 -2.679  0.2800
H7 -0.131 2.029 -2.386  0.3175
H8 -0.917 3.735 -0.836  0.2788
H9 -0.824 3.027 1.770  0.3295